[1]
Here is a 5-piece molecular cluster, C18H30Cl2F8O4 overall from the OMol25 dataset. Energies are from ωB97M-V with the def2-TZVPD basis set.

Geometry as XYZ:
```
62
C18H30Cl2F8O4, DFT ωB97M-V with the def2-TZVPD basis set
C 17.4462 -0.6127 -12.4416
C 18.0618 -1.3060 -13.7129
C 18.5867 -2.7106 -13.4640
F 17.8605 -3.5182 -12.6498
F 19.1195 -3.4762 -14.4045
F 17.1408 -1.2940 -14.7312
F 19.0251 -0.5135 -14.1453
O 18.5602 -0.1588 -11.6761
C 18.8440 1.2878 -11.8780
C 20.2513 1.5832 -11.2121
F 20.5811 2.8959 -11.3994
F 20.3283 1.2804 -9.9382
F 18.7695 1.6412 -13.1688
F 17.9580 2.0301 -11.2123
H 16.9223 -1.3223 -11.8012
H 16.7137 0.1399 -12.7333
H 19.4323 -2.3508 -12.8778
H 20.9432 1.0046 -11.8241
C 14.6514 4.4011 -7.8896
C 15.4136 4.6484 -6.6510
C 14.3919 5.1360 -5.6539
O 13.1529 4.8509 -6.2720
C 13.2381 3.9598 -7.4351
H 15.0878 3.5727 -8.4477
H 14.6068 5.2606 -8.5583
H 16.1679 5.3947 -6.9002
H 15.9293 3.7677 -6.2681
H 14.4318 6.2044 -5.4417
H 14.5289 4.5167 -4.7674
H 12.3675 4.1307 -8.0682
H 13.0943 2.9516 -7.0467
C 20.0417 10.1286 -6.9152
C 19.6437 8.7385 -7.4580
C 20.9975 7.9850 -7.3397
O 21.5529 8.4082 -6.1295
C 21.0472 9.7204 -5.8205
H 19.1994 10.7448 -6.6007
H 20.6558 10.7743 -7.5431
H 19.1495 8.8068 -8.4271
H 18.9218 8.2926 -6.7739
H 21.5016 8.2489 -8.2694
H 20.9121 6.8994 -7.3869
H 21.7718 10.5253 -5.6971
H 20.5540 9.5403 -4.8652
C 14.5129 2.5570 -13.0677
C 15.6327 2.7312 -14.1613
C 14.8748 2.6344 -15.4453
O 13.5243 2.5086 -15.2363
C 13.3497 2.0536 -13.9061
H 14.2961 3.4878 -12.5436
H 14.9627 1.8268 -12.3949
H 16.4223 1.9806 -14.1251
H 16.1249 3.6880 -13.9870
H 15.1655 1.7635 -16.0328
H 15.2306 3.4747 -16.0415
H 13.2989 0.9805 -14.0907
H 12.3968 2.3181 -13.4477
C 17.5926 5.2046 -10.2250
Cl 16.0289 5.3843 -11.0325
Cl 18.5163 6.7523 -10.3049
H 17.4728 4.9318 -9.1765
H 18.1646 4.4544 -10.7710
```

Output
Expectation value of S² ... 0.75
E_LUMO (alpha / beta) ... -3.142 / -9.241 eV
HOMO-LUMO gap (alpha / beta) ... 7.7 / 1.6 eV
Spin multiplicity ... 2
Net charge ... +1

---

[2]
Here is C18H26Br2Cl3N3O4RbS2 as an isolated structure from the OMol25 dataset. Energies are from ωB97M-V with the def2-TZVPD basis set.

Geometry as XYZ:
```
59
C18H26Br2Cl3N3O4RbS2, DFT ωB97M-V with the def2-TZVPD basis set
Rb -0.2134 -4.4009 -1.2726
Br 3.9214 -4.3063 -0.3533
C 3.8612 -6.1995 -0.6927
Br 2.1190 -6.8187 -1.4081
H 4.0123 -6.7287 0.2370
H 4.5984 -6.4427 -1.4438
C 2.3385 2.6979 2.7792
C 1.6542 3.2093 1.5080
C 0.5890 4.2414 1.8994
C 2.7051 3.9337 0.6485
C 0.9637 2.0601 0.7003
O 0.5563 2.6706 -0.5092
C -0.2023 1.3881 1.4822
C -1.6444 1.9241 1.3567
C -2.2479 1.9044 -0.0246
C -2.4068 0.6993 -0.7024
C -2.9466 0.6673 -1.9790
C -3.3407 1.8492 -2.5808
Cl -4.0134 1.8132 -4.1907
C -3.2235 3.0593 -1.9179
C -2.6865 3.0726 -0.6396
C 2.0173 0.9429 0.4272
N 1.5729 -0.1075 -0.4739
C 1.7179 -1.4335 -0.3359
N 1.3302 -2.0499 -1.4363
C 0.9177 -1.0332 -2.2264
N 1.0683 0.1584 -1.6973
H 2.6729 3.5514 3.3733
H 3.2181 2.0917 2.5517
H 1.6608 2.1051 3.3951
H 1.0683 5.1562 2.2556
H -0.0493 3.8639 2.7005
H -0.0300 4.4851 1.0356
H 3.0996 4.7880 1.2037
H 2.2559 4.2880 -0.2766
H 3.5500 3.2914 0.3968
H 0.4001 1.9803 -1.1776
H 0.0574 1.4034 2.5437
H -0.2426 0.3278 1.2231
H -1.7265 2.9297 1.7727
H -2.2456 1.2603 1.9844
H -2.1205 -0.2444 -0.2470
H -3.0633 -0.2786 -2.4919
H -3.5392 3.9756 -2.3989
H -2.5975 4.0197 -0.1187
H 2.2696 0.4509 1.3650
H 2.9125 1.3916 -0.0033
H 2.0740 -1.8957 0.5684
H 0.4915 -1.1734 -3.2065
Cl -1.6757 -7.0340 -1.7320
C -3.0547 -5.9676 -1.4486
Cl -3.0284 -4.6585 -2.6220
H -2.9431 -5.5352 -0.4524
H -3.9636 -6.5434 -1.5714
O -1.5492 -2.4314 -0.5660
S -1.8038 -2.9929 0.7857
O -1.5866 -4.4678 0.7149
O -3.1333 -2.6754 1.2783
S -0.3959 -2.2329 2.0105
```

Output
E_LUMO ... 1.664 eV
HOMO-LUMO gap ... 5.5 eV
Net charge ... -1

---

The records above give, respectively, max |F| values of 0.0733; 0.0477 hartree/bohr.